(1)
Density functional theory data (wB97M-V/def2-TZVPD) for C14H13CdClN4S as an isolated structure.

Values from the calculation:
E, eV: -48611.2485
Gap between HOMO and LUMO, eV: 7.000
Energy above the lowest of the compared OMol25 structures with the same formula, charge and spin, kcal per mole: 1.0
Total charge: 0
HOMO level, eV: -7.5

Each line ends with the Löwdin charge.
Positions of all 34 atoms, in Å:
1 Cd 0.607 0.102 -0.529  1.222
2 N -2.770 -2.998 -1.019  0.058
3 C -1.596 -2.369 -0.782  -0.954
4 S -0.856 -1.561 -2.096  0.439
5 N -1.168 -2.464 0.466  -0.056
6 N -0.163 -1.678 0.827  -0.131
7 C 0.497 -1.997 1.878  -0.113
8 C 1.581 -1.155 2.354  -0.282
9 C 2.249 -1.467 3.540  -0.020
10 C 3.259 -0.639 3.988  -0.056
11 C 3.577 0.493 3.250  -0.059
12 C 2.874 0.730 2.082  -0.150
13 N 1.915 -0.073 1.635  0.006
14 H -3.040 -3.150 -1.972  0.072
15 H -3.161 -3.575 -0.293  0.094
16 H 0.251 -2.901 2.429  0.120
17 H 1.964 -2.353 4.093  0.113
18 H 3.792 -0.864 4.902  0.111
19 H 4.349 1.176 3.574  0.105
20 H 3.083 1.603 1.474  0.109
21 Cl -0.289 2.368 1.115  0.635
22 C -1.404 2.655 -0.200  -0.627
23 C -2.681 3.094 0.092  -0.121
24 C -3.608 3.205 -0.932  -0.100
25 C -3.239 2.851 -2.223  -0.090
26 C -1.950 2.428 -2.497  -0.058
27 C -0.973 2.341 -1.499  -0.409
28 C 0.412 1.909 -1.777  -0.304
29 H -2.947 3.331 1.113  0.100
30 H -4.608 3.555 -0.717  0.099
31 H -3.968 2.905 -3.021  0.101
32 H -1.676 2.157 -3.509  0.111
33 H 1.136 2.623 -1.385  0.010
34 H 0.580 1.752 -2.839  0.021

---

(2)
Density functional theory data (wB97M-V/def2-TZVPD) for C14H13Cl2I2IrNO4 as an isolated structure at a distorted geometry.

Values from the calculation:
E, eV: -68475.6749
Gap between HOMO and LUMO (spin up / spin down), eV: 3.295 / 3.193
Spin multiplicity: 2
⟨S²⟩: 0.76
Energy above the lowest of the compared OMol25 structures with the same formula, charge and spin, kcal per mole: 51.9
Total charge: +2
HOMO level (spin up / spin down), eV: -12.7 / -12.7

Each line ends with the Löwdin spin population.
Positions of all 37 atoms, in Å:
1 Ir -0.505 0.095 1.223  0.857
2 C 3.422 1.323 -0.463  -0.001
3 C 3.275 0.219 0.516  -0.005
4 C 4.494 -0.438 1.040  0.000
5 O 2.208 -0.549 0.407  0.025
6 C 2.016 1.901 2.224  -0.002
7 O 2.895 2.476 2.701  -0.004
8 O 0.901 1.569 1.994  0.004
9 H 3.791 0.909 -1.408  0.000
10 H 4.175 2.024 -0.101  0.000
11 H 2.508 1.884 -0.638  0.000
12 H 4.997 -0.951 0.211  0.000
13 H 4.273 -1.168 1.822  0.000
14 H 5.187 0.299 1.446  0.000
15 H 2.450 -1.420 0.780  0.002
16 I -4.733 -2.880 0.990  0.002
17 C -3.745 -1.846 -0.481  0.005
18 C -4.203 -1.842 -1.804  -0.002
19 C -3.543 -1.179 -2.815  0.005
20 I -4.305 -1.268 -4.724  0.001
21 C -2.348 -0.449 -2.528  0.000
22 C -1.555 0.212 -3.482  0.008
23 C -0.402 0.835 -3.072  0.000
24 C -0.054 0.846 -1.724  0.008
25 N -0.788 0.272 -0.783  0.008
26 C -1.920 -0.403 -1.192  0.004
27 C -2.591 -1.129 -0.172  0.004
28 O -2.075 -1.086 1.037  0.005
29 H -5.104 -2.390 -2.047  0.000
30 H -1.841 0.212 -4.526  0.000
31 H 0.244 1.335 -3.779  0.000
32 H 0.843 1.341 -1.398  0.000
33 Cl -0.309 -0.713 3.611  0.006
34 C -1.682 0.238 4.309  0.003
35 Cl -2.159 1.458 3.134  0.067
36 H -1.320 0.719 5.209  0.001
37 H -2.497 -0.455 4.484  0.000

---

(3)
Density functional theory data (wB97M-V/def2-TZVPD) for a single C14H13ClN4O molecule at a distorted geometry.

Values from the calculation:
E, eV: -35259.3566
Gap between HOMO and LUMO, eV: 8.643
SMILES: Cc1nc2nc(COc3ccccc3)nn2c(C)c1Cl
Total charge: 0
HOMO level, eV: -8.4

Each line ends with the Löwdin charge.
Positions of all 33 atoms, in Å:
1 C 3.943 2.210 -1.407  -0.055
2 C 3.072 1.093 -0.948  -0.335
3 N 1.883 0.991 -1.486  0.197
4 C 1.094 0.008 -1.095  -0.316
5 N -0.126 -0.313 -1.477  0.215
6 C -0.427 -1.394 -0.747  -0.342
7 N 0.528 -1.792 0.087  0.160
8 N 1.506 -0.916 -0.123  -0.006
9 C 2.718 -0.858 0.463  -0.239
10 C 3.523 0.176 0.038  -0.525
11 Cl 5.106 0.364 0.708  0.737
12 C 3.046 -1.893 1.477  -0.020
13 H 2.313 -1.856 2.281  0.094
14 H 2.974 -2.880 1.022  0.095
15 H 4.043 -1.743 1.879  0.052
16 C -1.727 -2.121 -0.856  -0.133
17 O -2.817 -1.286 -1.145  -0.033
18 C -3.124 -0.283 -0.271  -0.268
19 C -4.140 0.581 -0.679  -0.007
20 C -4.542 1.618 0.136  -0.087
21 C -3.940 1.813 1.369  -0.106
22 C -2.935 0.956 1.777  -0.086
23 C -2.524 -0.092 0.968  -0.026
24 H -1.740 -0.747 1.315  0.100
25 H -2.461 1.097 2.737  0.102
26 H -4.251 2.627 2.006  0.097
27 H -5.327 2.283 -0.194  0.102
28 H -4.593 0.416 -1.643  0.117
29 H -1.885 -2.702 0.063  0.133
30 H -1.675 -2.814 -1.702  0.139
31 H 3.411 2.789 -2.156  0.084
32 H 4.865 1.818 -1.832  0.080
33 H 4.208 2.850 -0.567  0.080

---

(4)
Density functional theory data (wB97M-V/def2-TZVPD) for a single C14H13F3N2O molecule at a distorted geometry.

Values from the calculation:
E, eV: -27909.2004
Gap between HOMO and LUMO, eV: 8.690
SMILES: C=Cc1cc2c(c(C(F)(F)F)c1)C(=O)N1CCNC[C@@H]21
Total charge: 0
HOMO level, eV: -8.9

Each line ends with the Löwdin charge.
Positions of all 33 atoms, in Å:
1 O 0.994 -2.353 -0.686  0.092
2 F 1.140 -2.719 2.760  0.134
3 F 2.910 -2.667 1.352  0.153
4 F 3.109 -1.934 3.387  0.115
5 C 0.787 -1.176 -0.489  -0.379
6 C 2.380 2.864 4.670  0.038
7 C 1.699 2.932 3.487  -0.119
8 C 1.951 0.444 2.886  0.066
9 C 0.842 2.004 1.337  0.055
10 C 1.517 1.772 2.584  -0.184
11 C 1.148 -0.354 0.706  0.008
12 C 1.780 -0.648 1.956  0.000
13 C 0.696 0.933 0.420  -0.125
14 N -1.844 1.434 -2.314  -0.067
15 N 0.114 -0.343 -1.359  0.000
16 C 2.246 -2.034 2.342  -0.535
17 C -2.014 -0.016 -2.578  -0.188
18 C -0.702 -0.823 -2.471  -0.118
19 C -1.180 1.731 -1.039  -0.160
20 C 0.190 1.073 -0.961  -0.216
21 H 2.350 3.711 5.343  0.053
22 H 2.852 1.956 4.997  0.046
23 H 1.169 3.857 3.268  0.099
24 H 2.439 0.264 3.811  0.095
25 H 0.431 2.991 1.087  0.121
26 H -1.391 1.918 -3.106  0.116
27 H -2.777 -0.387 -1.882  0.116
28 H -2.377 -0.136 -3.611  0.116
29 H -0.950 -1.886 -2.301  0.128
30 H -0.111 -0.714 -3.421  0.133
31 H -1.077 2.794 -0.924  0.114
32 H -1.795 1.342 -0.251  0.126
33 H 0.935 1.634 -1.535  0.167

---

(5)
Density functional theory data (wB97M-V/def2-TZVPD) for C14H13F5N5NiO3STe as an isolated structure at a distorted geometry.

Values from the calculation:
E, eV: -101086.4050
Gap between HOMO and LUMO (spin up / spin down), eV: 6.971 / 7.102
Spin multiplicity: 3
⟨S²⟩: 2.01
Energy above the lowest of the compared OMol25 structures with the same formula, charge and spin, kcal per mole: 9.6
Total charge: -1
HOMO level (spin up / spin down), eV: -4.8 / -4.9

Each line ends with the Löwdin spin population.
Positions of all 43 atoms, in Å:
1 Ni 0.108 -0.200 -0.226  1.712
2 N 3.427 1.111 2.242  0.003
3 C 2.330 0.543 1.629  0.007
4 S 2.298 0.606 -0.113  0.059
5 N 1.449 0.031 2.443  0.005
6 N 0.339 -0.494 1.794  0.052
7 C -0.502 -1.080 2.563  0.002
8 C -1.758 -1.686 2.149  0.003
9 C -2.642 -2.101 3.154  -0.001
10 C -3.855 -2.682 2.857  0.004
11 C -4.199 -2.866 1.511  -0.001
12 C -3.348 -2.484 0.499  0.005
13 C -2.103 -1.886 0.788  0.002
14 O -1.307 -1.563 -0.182  0.054
15 H 4.243 1.194 1.662  0.001
16 H 3.583 0.800 3.188  0.000
17 H -0.255 -1.095 3.626  0.002
18 H -2.345 -1.952 4.188  0.000
19 H -4.527 -2.993 3.646  0.000
20 H -5.151 -3.321 1.260  0.000
21 H -3.599 -2.622 -0.545  0.000
22 N -4.289 5.182 0.968  0.000
23 C -3.284 5.173 0.041  0.000
24 O -3.029 6.127 -0.663  0.000
25 C -2.449 3.926 0.038  -0.002
26 C -1.820 3.541 -1.133  0.002
27 C -1.095 2.365 -1.141  0.001
28 N -0.953 1.601 -0.056  0.043
29 C -1.531 1.986 1.079  0.002
30 C -2.295 3.137 1.170  0.002
31 H -4.927 5.960 0.925  0.000
32 H -4.639 4.312 1.330  0.000
33 H -1.918 4.142 -2.026  0.000
34 H -0.624 1.998 -2.043  0.000
35 H -1.384 1.348 1.939  0.000
36 H -2.737 3.415 2.118  0.000
37 F -3.259 -1.621 -3.525  0.000
38 Te -1.625 -0.927 -2.928  0.003
39 F -2.072 0.600 -3.939  0.002
40 F -2.791 -0.116 -1.695  -0.001
41 F -1.355 -2.718 -2.525  0.000
42 F -0.956 -1.430 -4.609  0.003
43 O -0.101 -0.263 -2.294  0.034

---

(6)
Density functional theory data (wB97M-V/def2-TZVPD) for C14H13FN4O3S2 as an isolated structure.

Values from the calculation:
E, eV: -51218.8857
Gap between HOMO and LUMO, eV: 8.228
Total charge: 0
HOMO level, eV: -9.4

Each line ends with the Löwdin charge.
Positions of all 37 atoms, in Å:
1 N -2.811 -1.217 -1.516  0.011
2 C -1.822 -1.022 -2.561  -0.214
3 C -1.577 0.449 -3.021  -0.341
4 O -2.461 1.348 -2.354  -0.041
5 C -0.109 0.884 -2.908  -0.082
6 C 0.609 0.382 -1.684  -0.157
7 C 0.207 0.647 -0.420  0.042
8 C 0.863 0.146 0.751  -0.108
9 C 0.242 0.550 2.046  -0.272
10 C -1.015 0.055 2.371  -0.009
11 C -1.618 0.459 3.553  -0.050
12 C -0.927 1.349 4.364  -0.057
13 C 0.320 1.790 3.946  -0.129
14 N 0.902 1.417 2.813  0.123
15 C 1.959 -0.650 0.629  -0.145
16 S 2.855 -1.469 1.915  0.645
17 O 4.212 -1.070 1.862  -0.228
18 O 2.492 -2.841 1.900  -0.231
19 F 2.239 -0.865 3.204  -0.121
20 C 2.437 -0.946 -0.677  -0.326
21 N 3.486 -1.710 -0.992  -0.212
22 S 3.576 -1.727 -2.580  1.062
23 N 2.331 -0.809 -2.976  -0.214
24 C 1.764 -0.432 -1.826  -0.304
25 H -2.643 -0.598 -0.735  0.047
26 H -3.739 -1.042 -1.870  0.069
27 H -2.180 -1.581 -3.426  0.113
28 H -0.889 -1.499 -2.261  0.104
29 H -1.846 0.508 -4.079  0.133
30 H -1.956 2.016 -1.885  0.073
31 H 0.434 0.597 -3.805  0.115
32 H -0.090 1.979 -2.896  0.133
33 H -0.663 1.275 -0.278  0.128
34 H -1.511 -0.640 1.705  0.118
35 H -2.597 0.093 3.827  0.110
36 H -1.346 1.691 5.300  0.103
37 H 0.873 2.484 4.567  0.110